[1]
C43H33BrMoN12O5S2 | the ωB97M-V functional and the def2-TZVPD basis

Cartesian coordinates (Å):
C1 -2.97894 3.94502 -0.68492
H1 1.28962 0.26827 -1.26985
C2 1.09919 -0.68776 -0.80405
C3 1.57580 3.11175 -0.11573
C4 6.56641 1.54783 -0.53359
H2 4.33955 -0.59498 -2.81968
H3 -0.12779 -11.06841 0.89882
C5 -3.67603 -1.05864 -1.40127
N1 -1.17619 3.53939 5.33220
C6 -3.43413 0.58982 0.77129
H4 0.35291 4.31156 1.16269
C7 0.54221 -7.76829 0.48677
N2 0.12578 -6.53494 1.10158
O1 -0.82014 -0.56095 2.63256
H5 6.21485 1.04196 1.92329
C8 -2.29138 3.08494 -1.53564
H6 -4.33541 2.79663 3.28017
C9 1.45696 -7.85774 -0.55658
C10 0.89163 4.26514 0.22785
C11 -1.19696 2.18740 -1.01772
C12 -2.62779 3.01502 -2.88021
N3 -2.23655 2.34990 3.73525
C13 -0.55994 -1.76143 2.16763
C14 6.81513 1.50677 -1.89696
H7 -4.56227 5.41005 -0.54097
C15 -4.55743 2.04888 2.53171
C16 1.20899 -10.23814 -0.55445
C17 1.79277 -9.09363 -1.08073
S1 0.41780 2.74181 3.38529
C18 -4.66885 0.46133 0.14293
N4 2.82664 1.56298 0.89169
C19 -4.00915 4.73184 -1.17440
C20 1.60228 5.28825 -1.83649
H8 -0.88874 -5.07630 2.76960
C21 -2.48534 -0.87559 -0.71342
H9 -5.53192 0.99878 0.50043
C22 2.29942 4.13271 -2.16434
N5 0.48723 -5.51997 0.49156
C23 4.70064 0.05776 -0.82073
H10 1.90746 -6.95484 -0.94465
C24 2.29531 3.04884 -1.30131
H11 7.19248 2.14719 0.11844
C25 1.48294 -1.89577 -1.42803
H12 -1.48047 -2.85105 3.74134
C26 4.96010 0.01994 -2.17993
H13 -2.07542 2.33893 -3.51863
H14 7.64294 2.07186 -2.30510
H15 -5.17012 1.27038 2.99490
N6 1.58621 1.94993 0.77119
C27 -4.32455 4.63566 -2.51604
Br1 1.65985 -11.92481 -1.28048
H16 -2.69630 3.99041 0.35859
S2 1.87828 0.00079 2.85526
H17 -3.93808 3.76670 -4.42527
C28 -1.11781 2.85143 4.16395
N7 4.38752 0.50379 2.22137
H18 -0.32066 3.78707 5.79305
H19 2.85217 2.15240 -1.54255
H20 -3.71576 -1.71930 -2.25647
O2 -0.61930 1.42251 -1.76901
C29 5.50117 0.83653 0.00525
H21 2.84889 4.07007 -3.09531
C30 -3.65376 3.79703 -3.38401
C31 6.00918 0.74724 -2.73064
N8 -2.14659 1.66670 2.53416
C32 0.90956 5.35140 -0.63463
C33 0.47936 -3.10710 0.38456
H22 1.60059 6.13501 -2.51089
H23 -1.58575 -1.38613 -1.03943
C34 3.09056 0.69064 1.87454
O3 -1.00345 2.31115 0.25942
H24 6.19869 0.71492 -3.79516
N9 -5.43029 5.47020 -3.04902
O4 -5.66398 5.40009 -4.23758
H25 0.37653 6.25301 -0.36104
O5 -6.03471 6.17048 -2.26419
C35 -3.29094 1.45958 1.98091
H26 -2.02545 3.49500 5.86713
H27 -5.14033 2.50419 1.73148
N10 -2.36561 -0.07708 0.33808
C36 -0.01520 -8.92169 1.01348
C37 -4.78733 -0.36938 -0.96129
H28 3.89788 -0.53155 -0.40344
C38 0.09776 -4.28294 1.08242
H29 2.00300 -1.85105 -2.37520
C39 -0.60233 -4.16535 2.26078
H30 2.50480 -9.17317 -1.89034
N11 0.45025 -0.67210 0.33169
N12 5.35927 0.87553 1.41541
C40 0.30956 -10.16714 0.49269
H31 -0.71284 -8.82996 1.83682
C41 0.13904 -1.86631 0.93227
H32 -5.73960 -0.46862 -1.46699
H33 1.45602 -4.02761 -1.31193
C42 1.18248 -3.08963 -0.84867
C43 -0.93853 -2.92377 2.80779
Mo1 -0.10558 1.05073 1.62866

Output
HOMO-LUMO gap (alpha / beta) (hartree): 0.230 / 0.230
2S+1: 3
⟨S²⟩: 2.486
HOMO level (alpha / beta) (eV): -7.3 / -7.6
Total charge: 0
Lowest unoccupied orbital energy (alpha / beta) (eV): -1.0 / -1.3

Löwdin charges, unit e, in atom order: C 0.01; H 0.09; C -0.13; C -0.26; C -0.03; H 0.10; H 0.10; C -0.04; N 0.07; C -0.21; H 0.06; C -0.25; N 0.06; O -0.31; H 0.15; C -0.11; H 0.06; C -0.03; C -0.05; C -0.57; C 0.01; N -0.01; C -0.39; C -0.08; H 0.12; C -0.03; C -0.70; C -0.12; S 0.65; C -0.01; N 0.03; C 0.01; C -0.08; H 0.11; C -0.10; H 0.10; C -0.07; N 0.07; C -0.04; H 0.10; C -0.03; H 0.11; C -0.03; H 0.12; C -0.08; H 0.12; H 0.11; H 0.10; N -0.16; C -0.14; Br 0.74; H 0.12; S 0.73; H 0.12; C -0.84; N 0.06; H 0.08; H 0.10; H 0.11; O 0.06; C -0.23; H 0.10; C 0.01; C -0.09; N -0.06; C -0.07; C -0.09; H 0.10; H 0.11; C -0.79; O -0.25; H 0.10; N -0.35; O 0.08; H 0.11; O 0.08; C -0.25; H 0.10; H 0.07; N 0.10; C -0.03; C -0.05; H 0.10; C -0.20; H 0.11; C 0.00; H 0.10; N -0.03; N 0.02; C -0.12; H 0.11; C -0.21; H 0.11; H 0.11; C 0.02; C 0.02; Mo 1.47



[2]
C10H22NS | the ωB97M-V functional and the def2-TZVPD basis

Cartesian coordinates (Å):
H1 -2.51491 0.17568 2.05361
N1 -0.22017 0.01763 0.74110
H2 -1.17640 -2.58685 -1.04472
H3 -0.38894 -3.25041 0.32425
H4 2.98927 0.03745 -2.61541
C1 2.45294 1.80188 1.28895
H5 2.31369 -2.06332 0.38253
C2 -1.40145 0.86349 0.39167
C3 -2.69463 0.24140 0.91123
C4 1.43984 0.56272 -1.24736
H6 -4.43723 0.76948 -0.42309
H7 1.54891 -1.53265 -1.67522
H8 3.50249 0.15303 -0.04431
H9 -1.71442 -2.27351 0.43705
H10 -0.02709 -0.76648 -2.08673
H11 3.14108 1.53766 2.21257
H12 -2.84541 -0.78181 0.69055
C5 -3.99458 1.00295 0.61983
C6 0.73076 -0.75173 -1.38194
C7 2.56451 0.89855 -2.23462
C8 -0.77848 -2.34764 -0.13512
C9 1.60600 -1.44890 0.78207
H13 -4.72822 0.55292 1.24210
H14 -1.28413 1.84942 0.88487
H15 0.79713 1.47060 -0.98190
H16 1.52060 2.32200 1.60657
H17 -0.33290 -0.02399 1.76961
H18 1.30648 -1.54998 1.82347
H19 -3.98614 2.05991 0.82641
H20 3.40100 1.55751 -1.87366
H21 2.19137 1.49898 -3.09656
H22 -1.40553 0.90165 -0.71931
C10 0.19328 -1.15776 0.06035
S1 2.23129 0.26010 0.51118

Output
HOMO-LUMO gap (alpha / beta) (hartree): 0.236 / 0.278
2S+1: 3
⟨S²⟩: 2.010
HOMO level (alpha / beta) (eV): -9.2 / -13.1
Total charge: +1
Lowest unoccupied orbital energy (alpha / beta) (eV): -2.8 / -5.6

Löwdin charges, unit e, in atom order: H 0.14; N -0.10; H 0.06; H 0.09; H 0.05; C -0.18; H 0.06; C -0.18; C -0.25; C -0.37; H 0.11; H 0.17; H 0.08; H 0.08; H 0.10; H 0.08; H 0.06; C -0.09; C -0.14; C -0.08; C 0.01; C -0.20; H 0.06; H 0.13; H 0.14; H 0.04; H 0.14; H 0.10; H 0.07; H 0.10; H 0.11; H 0.13; C -0.50; S 0.99



[3]
C3H7NOS2 | the ωB97M-V functional and the def2-TZVPD basis

Cartesian coordinates (Å):
H1 -1.96913 -0.11321 -0.07624
S1 0.76521 0.89791 3.58023
H2 1.47273 -0.13682 4.04605
N1 0.70998 -0.33877 -2.08595
H3 1.00857 0.11120 0.40931
C1 -0.00727 0.35969 0.73032
H4 0.95916 -1.30551 -2.19709
O1 -1.23772 0.78911 -2.42032
H5 -0.73971 -1.41434 -0.26592
H6 1.11888 0.26275 -2.78807
H7 -0.19770 1.42922 0.70643
S2 -0.39733 -0.33222 2.34802
C2 -0.92981 -0.33586 -0.29991
C3 -0.55584 0.12683 -1.68685

Output
HOMO-LUMO gap (hartree): 0.342
HOMO level (eV): -8.9
SMILES string: NC(=O)CCSS
Total charge: 0
Lowest unoccupied orbital energy (eV): 0.4

Löwdin charges, unit e, in atom order: H 0.11; S 0.32; H -0.21; N 0.12; H 0.07; C -0.59; H 0.10; O 0.09; H 0.11; H 0.10; H 0.08; S 0.44; C -0.21; C -0.54



So what do the calculations give for energy? Going down the list: -166811.617 -23037.367 -28432.764 eV.
So what do the calculations give for relative energy (zero: lowest compared OMol25 entry of this formula, charge and spin)? Going down the list: 7.4 50.4 11.0 kcal per mole.